(1)
113
Properties=species:S:1:pos:R:3:mulliken_charge:R:1 method="wB97M-V/def2-TZVPD" lumo_ev=0.37 homo_energy_ev=-4.99 charge=-1
C -6.7352 -6.3014 -1.3595 -1.347
C -6.5793 -5.5418 -0.0796 -0.694
C -5.1794 -5.5654 0.5099 0.115
C -4.0592 -5.5737 -0.4850 -0.967
C -2.9581 -4.6173 -0.1110 -0.588
C -2.3000 -4.9166 1.1890 -0.683
Nb -1.0581 -3.2582 2.2086 -1.285
I -0.7314 -1.8635 -0.1860 -0.346
C -0.0301 -1.5031 3.2300 -1.077
C -0.6588 -1.0715 4.5516 -0.290
C -1.1340 0.3718 4.6755 -1.415
C -1.6815 1.0382 3.4373 0.098
C -0.6783 2.0316 2.8596 -1.257
C -0.7805 2.2451 1.4040 -0.590
O -1.8525 3.1815 1.1311 -0.277
C -2.9053 2.6148 0.5186 0.882
C -2.6603 2.1262 -0.8315 -1.129
O -3.9911 2.5663 1.0323 -0.631
N -1.1408 -4.3055 4.0526 -0.616
C -1.1927 -5.4688 3.9444 0.795
O -1.3125 -6.6792 3.8882 -0.632
P 1.2300 -4.5319 1.7706 0.056
P 1.4809 -5.2155 -0.2495 0.542
O 1.8508 -4.1845 -1.1563 -0.376
O 0.2295 -6.0310 -0.7950 -0.442
O 2.6441 -6.3112 -0.2156 -0.539
B -3.1688 -2.3371 2.5677 2.306
O -3.9359 -1.7909 1.5864 -0.651
O -3.7322 -2.3519 3.8045 -0.545
C -4.5734 -3.4757 4.0482 -0.664
H -7.6984 -6.7308 -1.4585 0.403
H -6.6028 -5.6482 -2.1825 0.342
H -5.9891 -7.0342 -1.4647 0.371
H -7.2273 -5.9702 0.6416 0.379
H -6.8963 -4.5414 -0.1790 0.328
H -5.1149 -6.3673 1.2039 0.589
H -5.0760 -4.6761 1.0767 -0.408
H -3.6135 -6.5389 -0.5045 0.172
H -4.3918 -5.3045 -1.4536 0.518
H -3.3759 -3.6372 -0.1409 0.162
H -2.2455 -4.6614 -0.8899 0.363
H -3.0775 -5.1283 1.8892 0.549
H -1.7031 -5.7950 1.1290 0.667
H 0.9237 -1.9148 3.4396 0.584
H 0.1464 -0.6961 2.5687 0.406
H 0.0716 -1.2055 5.3076 0.544
H -1.4598 -1.6959 4.8354 0.156
H -1.9199 0.3642 5.3875 0.394
H -0.3920 1.0008 5.0916 0.434
H -2.5589 1.5964 3.6463 0.609
H -1.8891 0.3458 2.6567 -0.246
H 0.2837 1.6349 3.0548 0.536
H -0.7420 2.9518 3.3906 0.445
H 0.1154 2.6476 1.0203 0.469
H -0.9788 1.3179 0.9428 0.377
H -2.9820 1.1320 -0.8978 0.303
H -3.2304 2.7289 -1.4798 0.357
H -1.6340 2.1557 -1.0882 0.349
H 1.2367 -5.7498 2.4830 -0.104
H 0.1910 -6.8852 -0.3671 0.269
H 2.4156 -7.0520 0.3427 0.319
H -3.4658 -1.1146 1.1072 -0.008
H -5.4519 -3.1282 4.5194 0.325
H -4.8307 -3.9671 3.1445 0.125
H -4.0651 -4.1485 4.6805 0.276
C 5.7901 2.8738 -4.1781 -0.593
C 6.5960 2.3153 -5.1639 -0.398
C 6.3197 1.0532 -5.6537 -0.624
C 5.2416 0.3373 -5.1550 0.503
C 4.4423 0.8904 -4.1530 0.120
C 4.7180 2.1622 -3.6758 -0.943
C 3.2962 0.1245 -3.5670 0.408
O 2.5982 0.6215 -2.7092 -0.742
C 3.0525 -1.2584 -4.0722 0.140
C 2.0398 -2.0211 -3.5087 -0.704
C 1.7981 -3.2996 -3.9730 -0.298
C 2.5591 -3.8199 -5.0109 -0.620
C 3.5732 -3.0698 -5.5770 -0.579
C 3.8329 -1.7928 -5.1079 0.441
C 4.9527 -1.0190 -5.7084 0.574
O 5.6210 -1.4705 -6.6158 -0.702
H 6.0015 3.8626 -3.7965 0.446
H 7.4415 2.8685 -5.5488 0.385
H 6.9383 0.6133 -6.4214 0.467
H 4.0968 2.5872 -2.9057 0.797
H 1.4459 -1.6266 -2.7004 0.555
H 1.0188 -3.8922 -3.5173 0.423
H 2.3645 -4.8195 -5.3734 0.401
H 4.1726 -3.4726 -6.3794 0.461
C -1.1256 5.8339 -0.3382 -0.248
C -0.2286 4.9702 -0.9557 -0.495
C 1.1291 5.1997 -0.8676 -0.821
C 1.6013 6.3037 -0.1696 0.232
C 0.6972 7.1832 0.4349 0.493
C -0.6648 6.9362 0.3539 -0.969
C 1.1718 8.3981 1.1550 0.480
O 0.3956 9.1632 1.6855 -0.674
C 2.6439 8.6560 1.1988 0.207
C 3.1096 9.8061 1.8170 -0.566
C 4.4673 10.0554 1.8781 -0.452
C 5.3688 9.1514 1.3272 -0.490
C 4.9100 8.0059 0.7056 -0.553
C 3.5479 7.7569 0.6315 0.109
C 3.0703 6.5277 -0.0724 0.494
O 3.8624 5.7461 -0.5527 -0.701
H -2.1864 5.6430 -0.4007 0.390
H -0.5920 4.1128 -1.5031 0.436
H 1.8256 4.5252 -1.3390 0.883
H -1.3566 7.6119 0.8329 0.472
H 2.4033 10.5009 2.2455 0.472
H 4.8280 10.9547 2.3571 0.396
H 6.4309 9.3450 1.3820 0.398
H 5.6024 7.3000 0.2723 0.484

(2)
114
Properties=species:S:1:pos:R:3:mulliken_spin:R:1 method="wB97M-V/def2-TZVPD" s2=0.76 spin_multiplicity=2 lumo_ev="1.79 / 0.03" homo_energy_ev="-4.90 / -4.76" charge=-1
Zr 0.3663 1.0034 -0.7835 -0.049
C 3.3733 3.8833 0.9895 0.000
C 2.4887 2.8771 1.1130 -0.001
N 2.1943 2.3586 -0.0976 0.005
N 2.9605 3.0333 -0.9571 -0.001
C 3.6507 4.0134 -0.3473 0.000
B 2.5963 3.0799 -2.4437 -0.003
N 1.1085 3.6006 -2.5737 0.002
C 0.5287 4.8515 -2.7267 0.001
C -0.8425 4.6817 -2.5598 0.003
C -1.0486 3.3646 -2.2823 -0.006
N 0.0982 2.7247 -2.3118 -0.014
N 2.5005 1.6957 -3.0876 0.008
C 2.9494 1.2697 -4.3056 0.001
C 2.4798 -0.0017 -4.5514 0.007
C 1.7062 -0.3203 -3.4164 -0.020
N 1.8098 0.7187 -2.5432 -0.010
H 3.8874 4.4375 1.7541 0.000
H 1.9376 2.4987 1.9351 0.000
H 4.3761 4.5851 -0.8719 0.000
H 3.3872 3.7554 -3.0083 0.000
H 1.1119 5.7532 -2.9524 0.000
H -1.5981 5.5176 -2.6451 0.000
H -1.9168 2.7715 -2.1282 0.003
H 3.5687 1.9704 -4.8463 0.000
H 2.6005 -0.5366 -5.4305 0.001
H 1.0412 -1.1359 -3.2114 0.005
Se -3.0900 2.1371 -5.2301 -0.015
Sb -2.5126 -0.1492 -4.9661 -0.017
Se -1.3583 -0.6271 -1.7870 0.869
Se -4.2425 -1.5090 -3.9744 0.113
Se -0.6455 -1.4289 -6.0238 0.036
C -4.0504 4.8409 5.5466 0.000
C -4.9087 3.6107 5.1322 0.000
N -4.6585 3.0334 3.8065 0.001
C -2.6195 1.4695 3.1627 0.000
C -1.8391 2.7462 3.3715 0.002
C -5.1930 3.7703 2.7741 0.000
O -5.6136 4.8948 2.9694 0.000
C -5.2923 3.1586 1.3984 0.000
C -6.3601 2.3921 1.0434 0.000
C -6.3780 1.7513 -0.1667 0.000
C -5.2867 1.9177 -1.0061 0.000
N -4.2541 2.6991 -0.7378 -0.002
C -4.2509 3.2568 0.4570 0.000
H -4.1849 5.1452 6.5979 0.000
H -4.2081 5.6093 4.7428 0.000
H -2.9483 4.6388 5.5076 0.000
H -5.9633 3.8674 5.1662 0.000
H -4.7746 2.7544 5.8451 0.000
H -3.2124 1.4370 1.0268 -0.015
H -2.1159 0.6586 3.7439 0.002
H -2.3220 3.5675 2.8125 0.000
H -0.7737 2.7430 3.0392 -0.002
H -1.8230 3.0862 4.4067 0.000
H -7.1432 2.2961 1.7845 0.000
H -7.0892 1.0728 -0.4926 0.000
H -5.2236 1.3252 -1.8990 0.000
H -3.3077 3.7264 0.8194 0.001
C 7.5544 -5.0196 1.6777 0.000
C 6.2715 -4.3121 1.3817 0.000
C 6.0967 -2.9470 1.3986 0.000
C 4.8659 -2.3777 1.1509 -0.001
C 4.7706 -0.8948 1.0216 0.000
C 3.7499 -3.1989 1.0226 -0.001
Te 1.8637 -2.2835 0.6228 0.000
N -0.1154 0.4095 1.2595 0.047
C -1.0988 1.2177 1.1758 0.031
O -1.0618 2.2398 0.3107 -0.012
C -2.5571 0.8923 1.6668 -0.016
C -4.0877 1.6773 3.8321 0.001
C -5.0803 0.5812 3.5010 0.003
C -4.8971 -0.6181 2.9315 -0.002
C -3.7229 -1.2181 2.3487 0.017
C -2.6916 -0.6115 1.7323 0.028
C 1.5234 -3.2981 -1.2457 -0.005
C 0.1860 -3.7161 -1.5388 -0.019
C -0.9708 -3.7161 -0.5059 0.067
C -0.1280 -4.0451 -2.8417 -0.002
C 0.8332 -4.0104 -3.8462 -0.004
C 0.3949 -4.5071 -5.2081 -0.001
C 2.1470 -3.7229 -3.4987 0.002
C 2.5248 -3.3208 -2.2293 -0.001
C 4.0036 -3.1088 -1.9985 0.000
C 3.8505 -4.5576 1.0679 0.001
C 2.7176 -5.4976 0.9092 0.001
C 5.1234 -5.0810 1.1844 0.000
H 7.8775 -4.9008 2.7002 0.000
H 8.4236 -4.6442 1.1232 0.000
H 7.5835 -6.0747 1.4953 0.000
H 6.9548 -2.3136 1.3146 0.000
H 5.6376 -0.2992 0.6179 0.000
H 4.5476 -0.4482 1.9965 0.000
H 3.9523 -0.5435 0.4028 0.000
H -3.6471 1.4894 4.8337 0.000
H -6.1170 0.8328 3.6892 0.000
H -5.7987 -1.2677 3.0015 0.000
H -3.6702 -2.2863 2.2489 0.000
H -1.8665 -1.1752 1.3051 -0.017
H -1.9960 -3.6366 -0.9889 0.003
H -0.8796 -2.9110 0.2619 -0.025
H -0.9187 -4.6682 0.0309 0.002
H -1.1236 -4.3400 -3.0041 0.000
H -0.7250 -4.4671 -5.2633 0.000
H 0.7492 -5.4995 -5.2969 0.000
H 0.8806 -3.8905 -6.0141 -0.001
H 2.8171 -3.7620 -4.3670 0.000
H 4.4789 -2.8487 -2.9752 0.000
H 4.4993 -3.9534 -1.5922 0.000
H 4.1913 -2.3492 -1.2374 0.000
H 1.8268 -5.1224 1.4191 0.000
H 3.0001 -6.3938 1.4724 0.000
H 2.3777 -5.6386 -0.0867 0.000
H 5.2067 -6.1859 1.0492 0.000

(3)
111
Properties=species:S:1:pos:R:3:mulliken_charge:R:1 method="wB97M-V/def2-TZVPD" relative_energy_ev=1.707 lumo_ev="-1.01 / -1.03" homo_energy_ev="-5.14 / -5.14"
Sn 0.6456 -0.3540 -1.2972 1.185
C -2.6241 0.6283 -4.1404 -0.682
Si -3.7171 0.8452 -2.5488 -0.229
C -5.0400 2.3042 -2.6118 -1.359
C -4.7728 -0.7692 -2.4319 -0.903
N -2.6491 0.9795 -1.2879 0.420
P -2.0766 1.3957 0.0939 1.163
C -0.6337 0.4479 0.3950 -0.468
P -0.0475 -0.4004 1.7978 0.932
N 0.7010 -1.7484 1.3223 0.194
Si 1.4355 -3.1282 2.0507 -0.095
C 3.2764 -2.8253 2.1965 -0.671
C 0.8766 -3.5429 3.7736 -1.166
C 1.1191 -4.6807 0.9848 -0.998
C -1.2989 -0.7814 3.1079 1.342
C -1.2217 -0.2310 4.4081 -0.554
C -2.1183 -0.6045 5.3770 -0.738
C -2.8763 -1.7919 5.3068 -0.837
C -2.9908 -2.2510 3.9982 -0.450
C -2.2422 -1.7728 2.9163 -0.009
C 1.1733 0.6929 2.6318 0.776
C 1.8950 0.3313 3.7707 -0.371
C 2.8266 1.2835 4.3457 -0.894
C 2.7640 2.5742 3.9366 -0.713
C 2.0257 2.9285 2.8168 -0.609
C 1.3944 1.9709 2.0656 -1.402
C -3.4152 1.2754 1.3807 0.354
C -3.6199 2.2767 2.2997 -0.302
C -4.6690 2.2348 3.2393 -0.743
C -5.6005 1.2023 3.2207 -0.554
C -5.4860 0.2081 2.2380 -1.101
C -4.3621 0.2025 1.3767 -0.302
C -1.7349 3.1954 0.0305 0.957
C -2.2891 4.0192 -0.9951 -1.090
C -2.2255 5.4185 -0.8187 -0.746
C -1.4424 5.9563 0.2905 -0.547
C -0.8787 5.1343 1.2031 -1.348
C -1.1217 3.7772 1.1078 -1.031
H -3.0913 0.0808 -5.0035 0.320
H -1.7865 0.0778 -3.7706 -0.298
H -2.1452 1.5665 -4.4690 0.505
H -5.9322 2.0478 -3.1339 0.471
H -4.5631 3.1333 -3.0972 0.386
H -5.4203 2.6998 -1.6718 0.411
H -4.1331 -1.5871 -2.1553 0.077
H -5.3202 -1.0200 -3.3226 0.455
H -5.5025 -0.5386 -1.6173 0.190
H 3.3327 -1.8797 2.6969 0.150
H 3.7162 -2.8491 1.1760 0.051
H 3.7979 -3.5849 2.8280 0.399
H 0.9569 -2.7756 4.5643 0.316
H 1.5005 -4.4210 4.1068 0.395
H -0.1391 -3.8432 3.8619 0.366
H 0.0428 -4.7466 0.7422 0.199
H 1.3969 -5.5481 1.5310 0.421
H 1.5713 -4.7315 -0.0327 0.175
H -0.5342 0.6239 4.6844 0.136
H -2.0823 -0.0906 6.3419 0.374
H -3.3931 -2.2809 6.1174 0.462
H -3.7056 -3.0326 3.7822 0.377
H -2.3979 -2.2238 1.9349 0.068
H 1.9237 -0.6433 4.2415 0.254
H 3.4310 0.8710 5.1820 0.382
H 3.4410 3.3328 4.4134 0.289
H 1.8803 4.0021 2.4558 0.254
H 0.9640 2.2218 1.1180 1.547
H -2.9454 3.1177 2.3956 0.337
H -4.7127 3.0109 4.0019 0.415
H -6.4582 1.1846 3.8990 0.367
H -6.1762 -0.5684 2.2869 0.518
H -4.2887 -0.6125 0.6711 0.698
H -2.7170 3.4612 -1.7667 0.376
H -2.6838 6.1253 -1.5927 0.297
H -1.2302 7.0202 0.3196 0.388
H -0.4398 5.5146 2.0855 0.512
H -0.7727 3.1506 1.9009 0.994
N 4.6528 -1.5428 -2.0849 -0.034
C 5.3952 -0.3359 -2.0042 -0.165
C 6.5721 -0.1147 -2.6609 -0.600
C 7.2251 1.0957 -2.6807 -0.514
C 6.6660 2.1944 -2.0134 -0.788
C 5.5005 1.9761 -1.2487 -0.465
C 4.8579 0.7547 -1.1845 0.539
S 3.5749 0.5046 -0.0616 -0.060
N 2.7323 -0.6367 -1.0596 0.145
C 3.3064 -1.5577 -1.8404 -0.284
C 2.4345 -2.4922 -2.5262 0.966
C 2.8813 -3.5869 -3.3065 -0.734
C 1.9871 -4.2951 -4.1503 -0.988
C 0.6405 -4.0147 -3.9552 -0.776
C 0.2065 -3.0792 -3.0434 -0.740
N 1.0724 -2.2591 -2.3623 0.410
H 5.0333 -2.1235 -2.8175 0.253
H 6.9368 -0.9536 -3.3332 0.225
H 8.1791 1.2557 -3.2361 0.326
H 7.0116 3.2064 -2.1542 0.403
H 5.0919 2.7491 -0.5833 0.398
H 3.9012 -3.9575 -3.1660 0.420
H 2.3282 -5.0256 -4.8521 0.465
H -0.0912 -4.6211 -4.4513 0.478
H -0.8067 -2.8669 -2.9465 0.580
O -2.2477 -2.9249 -0.4173 0.204
O -2.3885 -3.9313 -1.0996 -0.256
N 2.8383 0.3320 -4.9435 -0.318
C 1.5701 0.6771 -4.6721 0.440
N 0.6198 0.4408 -5.5259 -0.293
S 1.0068 1.4893 -3.1883 -0.410
H 3.0523 -0.3673 -5.6119 0.193
H 3.5744 0.7465 -4.3823 0.207
H 0.6647 0.0411 -6.4598 0.234
H -0.3430 0.5570 -5.2329 0.094

(4)
110
Properties=species:S:1:pos:R:3:mulliken_charge:R:1 method="wB97M-V/def2-TZVPD" relative_energy_ev=0.000 lumo_ev=-2.98 homo_energy_ev=-6.74
C -0.0199 0.4507 -3.5156 -1.582
C -0.8183 1.4276 -2.6722 2.540
C 0.0502 2.6689 -2.4239 -1.551
C -2.0364 1.8688 -3.4929 -1.942
C -1.3155 0.8663 -1.3095 0.058
C -1.9416 1.8088 -0.4790 -1.095
C -2.2941 1.4909 0.8276 -1.293
C -2.3013 0.1559 1.2252 0.487
C -1.9790 -0.8655 0.3246 -0.166
C -2.5561 -2.2955 0.5839 2.561
C -1.5100 -3.3150 1.0081 -1.719
C -3.3731 -2.7638 -0.6239 -1.806
C -3.5286 -2.2965 1.7680 -2.390
C -1.1839 -0.4627 -0.8183 0.132
N -0.0435 -1.2569 -1.1948 1.338
C 1.2576 -0.8765 -0.8744 -0.418
C 1.5637 0.4034 -0.4683 -1.325
C 2.8984 0.9404 -0.3620 0.193
C 3.8566 0.8214 -1.4124 0.449
C 5.1887 1.0881 -1.1640 -0.505
C 5.5559 1.5076 0.1299 -0.376
N 6.8272 1.0837 0.6014 1.100
O 7.1833 1.4112 1.7531 -0.674
O 7.5036 0.3362 -0.1466 -0.613
C 4.5928 1.9402 1.0678 -0.820
C 3.2670 1.6224 0.8337 -0.668
N 2.0181 -2.0325 -0.8101 1.657
C 3.3537 -2.1872 -0.2616 -1.224
C 3.6209 -1.9543 1.1263 0.374
C 2.5782 -2.0311 2.2943 2.749
C 3.1187 -1.4044 3.5827 -2.242
C 2.2689 -3.5069 2.5668 -1.980
C 1.2778 -1.3107 2.0158 -0.380
C 4.9653 -1.8377 1.5192 -0.045
C 5.9659 -2.4365 0.7619 -1.352
C 5.6298 -2.9725 -0.4689 -0.767
C 4.4114 -2.6414 -1.0905 0.475
C 4.4672 -2.8061 -2.6425 2.163
C 5.7554 -2.1220 -3.1424 -1.517
C 3.3506 -2.1740 -3.4516 -1.676
C 4.5345 -4.3017 -2.9726 -1.763
C 1.2295 -3.0759 -1.3028 -1.074
C 0.0026 -2.5893 -1.5753 -1.356
H -0.6220 -0.4109 -3.8189 0.209
H 0.3270 0.9681 -4.4217 0.554
H 0.8721 0.1194 -2.9811 0.184
H -0.5487 3.5018 -2.0424 0.389
H 0.8451 2.4481 -1.7060 0.196
H 0.5186 2.9962 -3.3602 0.481
H -2.6450 2.5991 -2.9488 0.329
H -1.7124 2.3251 -4.4381 0.489
H -2.6615 0.9989 -3.7236 0.391
H -2.1024 2.8291 -0.8370 0.361
H -2.5920 2.2663 1.5304 0.148
H -2.6323 -0.0608 2.2428 0.320
H -0.9298 -2.9329 1.8547 0.192
H -2.0219 -4.2323 1.3331 0.624
H -0.8254 -3.6038 0.2131 0.414
H -4.2537 -2.1154 -0.7192 0.443
H -2.8172 -2.7110 -1.5632 0.237
H -3.7270 -3.7937 -0.4744 0.405
H -4.3423 -1.5782 1.6497 0.518
H -3.9859 -3.2897 1.8693 0.487
H -3.0067 -2.1018 2.7104 0.382
H 0.7185 0.9869 -0.1150 0.774
H 3.5287 0.5314 -2.4138 0.663
H 5.9721 0.9336 -1.8993 0.533
H 4.9257 2.4045 1.9899 0.453
H 2.4915 1.8371 1.5738 0.502
H 3.4861 -0.3877 3.4012 0.396
H 2.3039 -1.3332 4.3145 0.446
H 3.9087 -2.0131 4.0333 0.458
H 1.8521 -3.9934 1.6759 0.279
H 3.1876 -4.0367 2.8489 0.434
H 1.5478 -3.6009 3.3923 0.437
H 0.7472 -1.7505 1.1747 -1.211
H 0.6076 -1.3853 2.8844 0.961
H 1.4472 -0.2474 1.8229 -0.200
H 5.2535 -1.3565 2.4555 0.433
H 6.9923 -2.4697 1.1319 0.385
H 6.3780 -3.5592 -1.0041 0.439
H 6.6569 -2.6384 -2.7991 0.381
H 5.7831 -2.1013 -4.2386 0.455
H 5.7998 -1.0863 -2.7810 0.114
H 2.3909 -2.6758 -3.3299 0.258
H 3.2621 -1.1070 -3.2314 0.146
H 3.6213 -2.2649 -4.5143 0.630
H 3.6454 -4.8157 -2.5887 0.281
H 4.5753 -4.4652 -4.0590 0.438
H 5.4184 -4.7678 -2.5253 0.330
H 1.6225 -4.0766 -1.3974 0.510
H -0.8523 -3.0707 -2.0229 0.627
O -6.6240 3.5205 8.2525 -0.537
N -5.6453 4.0931 7.7432 0.928
O -5.2350 5.2081 8.1438 -0.584
C -4.9005 3.5094 6.6379 -0.461
C -3.7857 4.1888 6.1264 -0.457
C -3.0733 3.6847 5.0075 -0.455
N -1.9938 4.4392 4.4238 0.931
O -1.5906 5.4558 5.0265 -0.572
O -1.5059 4.0551 3.3358 -0.554
C -3.4174 2.4591 4.4026 0.063
C -4.5010 1.7866 4.9388 0.738
N -5.1075 0.5959 4.5194 0.625
O -4.8409 -0.1935 3.6249 -0.593
O -6.2129 0.4051 5.3460 -0.171
N -6.3243 1.4166 6.2795 -0.538
C -5.2788 2.2462 6.0197 0.616
H -3.4803 5.1280 6.5817 0.603
H -2.8888 2.0389 3.5513 0.358

Here are the calculated calculated total energy numbers, same order: -3727.30937 -12536.61052 -4513.22717 -2691.90617 (a.u.).